DFT (ωB97M-V with the def2-TZVPD basis set) results for a cluster of 2 separate species, C9H14 in total in a non-equilibrium geometry.

Structure (XYZ):
```
23
Properties=species:S:1:pos:R:3:lowdin_charge:R:1
C -1.78 1.38 2.01 -0.085
C -0.83 2.27 1.47 -0.082
C 2.01 -0.26 0.77 -0.035
C -0.09 -0.30 2.21 -0.099
C -1.36 0.12 2.43 -0.107
C -0.66 -0.90 -3.29 -0.196
C 0.87 0.48 1.56 -0.253
C 0.32 -1.53 -2.32 -0.188
C 0.45 1.78 1.26 -0.081
H 1.56 -1.23 0.66 0.058
H -2.78 1.79 2.12 0.096
H -1.21 3.27 1.21 0.102
H 0.32 -1.31 2.58 0.141
H 2.14 0.20 -0.25 0.072
H 0.92 -0.70 -1.86 0.054
H -0.09 -2.19 -1.53 0.056
H -0.07 -0.27 -3.96 0.062
H 1.15 2.30 0.58 0.113
H -1.31 -1.66 -3.80 0.076
H 3.00 -0.10 1.11 0.055
H -1.43 -0.22 -2.94 0.051
H -2.08 -0.56 2.85 0.098
H 0.93 -2.36 -2.85 0.092
```

Its HOMO-LUMO gap is 0.3664 hartree. The calculation puts the HOMO energy at -9.0 eV. As for the LUMO energy: 0.970 eV. As for the structure (SMILES): Cc1ccccc1.CC. The energy above the lowest of the compared OMol25 structures with the same formula, charge and spin comes out at 1.451 eV. Its total energy is -9558.730 eV. The calculation puts the strongest force on any atom at 3.64 eV/Å.